ORCA calculation (wB97M-V/def2-TZVPD) on a cluster of 2 separate species, C4H10NO in total in a non-equilibrium geometry.

Computed properties:
Energy above the lowest of the compared OMol25 structures with the same formula, charge and spin: 64.8 kcal/mol
HOMO energy: -0.5078 Ha
Total charge: +1
Gap between HOMO and LUMO: 8.4451 eV

Geometry as XYZ:
```
16
Properties=species:S:1:pos:R:3:nbo_charge:R:1
C 0.86947 -1.87568 0.60964 -0.68
C -0.39260 -1.09180 0.37869 0.15
C -1.67371 -1.43924 0.72724 -0.33
C 0.96854 0.99134 0.31781 0.16
N -0.16228 0.32947 0.07707 -0.45
H 1.78126 -1.43344 0.23045 0.22
H 0.58154 -2.92241 0.15366 0.27
H 1.04931 -2.08816 1.63478 0.26
H -2.48807 -0.69781 0.69172 0.22
H -1.92694 -2.44438 1.05666 0.25
H 1.06115 1.97810 0.85702 0.26
H 1.85127 0.41308 0.12408 0.20
H -0.92178 0.99040 -0.15310 0.45
H 0.43721 2.27617 -2.63238 0.51
H -0.28195 3.21054 -1.78323 0.50
O 0.17034 2.36299 -1.61493 -0.97
```